# 1
Density functional theory data (ωB97M-V/def2-TZVPD) for CHCl3 in the gas phase at a distorted geometry.

Computed properties:
Molecular weight ... 119.38 g mol⁻¹
Structure (SMILES) ... ClC(Cl)Cl
HOMO energy ... -11.0 eV
Relative energy (zero: lowest compared OMol25 entry of this formula, charge and spin) ... 0.295 eV
Energy ... -38620.060 eV
Gap between HOMO and LUMO ... 11.595 eV

The geometry in ORCA input format:
```
! wB97M-V def2-TZVPD RIJCOSX def2/J DEFGRID3
* xyz 0 1
Cl -1.198 -0.932 0.674
H 0.053 0.961 0.794
Cl -0.472 0.569 -1.654
Cl 1.540 -0.761 0.133
C 0.077 0.163 0.052
*
```


# 2
Density functional theory data (ωB97M-V/def2-TZVPD) for C5H6O in the gas phase at a distorted geometry.

Computed properties:
Molecular weight ... 82.10 g mol⁻¹
Structure (SMILES) ... C#C[C@@H]1O[C@@H]1C
HOMO energy ... -9.3 eV
Relative energy (zero: lowest compared OMol25 entry of this formula, charge and spin) ... 3.888 eV
Energy ... -7325.396 eV
Gap between HOMO and LUMO ... 10.328 eV

The geometry in ORCA input format:
```
! wB97M-V def2-TZVPD RIJCOSX def2/J DEFGRID3
* xyz 0 1
H -1.784 1.001 0.978
H 3.384 1.213 0.228
H 0.118 -1.621 1.003
H -1.928 1.119 -0.791
C 2.553 0.537 0.193
C 0.471 -1.104 0.130
C 1.610 -0.215 0.158
H -1.756 -1.317 0.236
C -1.273 0.820 0.022
H -0.349 1.399 0.015
C -0.953 -0.625 -0.077
O -0.207 -1.238 -1.098
*
```


# 3
Density functional theory data (ωB97M-V/def2-TZVPD) for C4H6N2 in the gas phase at a distorted geometry.

Computed properties:
Molecular weight ... 82.11 g mol⁻¹
Structure (SMILES) ... C1=NN2C[C@H]2C1
HOMO energy ... -9.3 eV
Relative energy (zero: lowest compared OMol25 entry of this formula, charge and spin) ... 2.695 eV
Energy ... -7222.896 eV
Gap between HOMO and LUMO ... 10.343 eV

The geometry in ORCA input format:
```
! wB97M-V def2-TZVPD RIJCOSX def2/J DEFGRID3
* xyz 0 1
H 0.995 1.230 0.927
C -0.550 0.589 -0.429
N -0.784 -0.868 -0.771
C -1.402 -0.292 0.435
H 1.484 1.335 -0.878
H -1.041 1.277 -1.087
H -2.525 -0.088 0.363
H 2.256 -1.111 0.376
N 0.406 -1.532 -0.257
H -1.084 -0.640 1.389
C 0.930 0.761 -0.099
C 1.315 -0.662 0.030
*
```


# 4
Density functional theory data (ωB97M-V/def2-TZVPD) for a molecular structure, C39H31F10N4OPS2Sc at a distorted geometry.

Computed properties:
Molecular weight ... 901.75 g mol⁻¹
HOMO energy (alpha / beta) ... -1.9 / -1.9 eV
⟨S²⟩ ... 0.804
Relative energy (zero: lowest compared OMol25 entry of this formula, charge and spin) ... 2.323 eV
Energy ... -127799.435 eV
Gap between HOMO and LUMO (alpha / beta) ... 5.793 / 4.948 eV

The geometry in ORCA input format:
```
! wB97M-V def2-TZVPD RIJCOSX def2/J DEFGRID3
* xyz -2 2
C -4.798 -1.106 5.379
F 7.247 -2.680 6.608
F 2.125 0.130 -3.069
H 1.036 6.392 -6.761
C 3.130 5.015 -2.867
H -2.335 4.052 4.175
H 3.639 -2.819 3.208
C -1.584 -1.424 3.400
F 0.286 -2.090 0.606
N 1.925 2.294 -0.966
C -2.069 -2.068 -1.633
H -1.408 -3.797 0.255
F 3.008 -1.967 -2.940
C -1.259 -5.579 -0.906
C -1.160 -7.525 -2.379
C -2.090 3.331 3.404
H 0.796 5.957 -1.860
H 2.942 5.460 -5.511
C 6.077 -2.173 7.070
F 0.268 -0.488 -1.852
C 2.665 -0.405 2.884
P 1.646 -1.267 -2.468
C -0.229 6.558 -3.634
C -0.940 3.469 2.656
H -2.274 -1.422 -2.471
C -2.621 1.358 2.165
H 5.070 0.346 6.724
N 0.931 1.964 -0.100
C 2.057 5.790 -4.984
C -1.491 -4.250 -0.721
H -2.036 -3.352 -3.972
H -3.288 0.537 1.944
F 6.428 -1.246 7.983
F 1.140 -2.634 -1.799
C -2.951 2.275 3.129
H -5.032 -2.034 5.904
N -1.970 -2.033 2.296
F 0.863 -1.615 -3.820
H -3.527 -2.788 1.218
H 1.565 4.389 1.920
C 3.521 -0.807 3.928
H -2.008 -1.627 -0.648
H -5.723 -0.709 4.966
C 1.914 -0.101 1.967
C 3.964 -2.139 3.981
C -2.462 -1.077 4.420
H 3.596 1.101 4.896
C 5.189 -1.669 5.989
C 4.785 -2.565 4.996
C -0.564 2.560 1.662
C -4.210 -2.001 3.104
H -1.013 -6.219 -0.069
C -1.833 -3.993 -3.126
S 0.153 3.100 -2.806
H 4.099 5.314 -3.268
C 4.758 -0.346 5.954
H -1.607 -5.760 -4.297
C -0.172 6.674 -5.011
C -1.802 -3.397 -1.826
F 2.355 -0.843 -0.994
C -1.592 -5.322 -3.305
H -0.523 -1.214 3.464
S 3.135 3.169 -3.085
N -1.064 -8.667 -2.533
C -1.410 1.420 1.431
H -1.129 6.831 -3.102
H -2.101 -0.572 5.305
C -1.325 -6.155 -2.196
H -3.891 2.187 3.663
C -3.809 -1.387 4.286
H 3.094 5.219 -1.797
H -4.395 -0.398 6.099
C 2.005 5.656 -3.601
H 5.126 -3.590 5.037
C 0.853 6.056 -2.933
C 1.661 2.776 -2.122
C 0.980 6.302 -5.684
O -1.135 0.492 0.583
C -3.254 -2.299 2.145
C 1.296 4.156 0.890
F 5.528 -3.186 7.788
H -5.248 -2.254 2.944
C 3.935 0.076 4.934
Sc 0.580 -0.365 0.188
C 0.575 2.826 0.797
H 0.674 4.958 0.488
H 2.213 4.087 0.303
H -0.317 4.330 2.856
H -1.025 7.047 -5.562
*
```


# 5
Density functional theory data (ωB97M-V/def2-TZVPD) for a molecular structure, C5H5Cl2InLaNO4 at a distorted geometry.

Computed properties:
Molecular weight ... 467.73 g mol⁻¹
HOMO energy (alpha / beta) ... -24.6 / -24.6 eV
Relative energy (zero: lowest compared OMol25 entry of this formula, charge and spin) ... 0.659 eV
Energy ... -45975.113 eV
Gap between HOMO and LUMO (alpha / beta) ... 3.855 / 3.828 eV

The geometry in ORCA input format:
```
! wB97M-V def2-TZVPD RIJCOSX def2/J DEFGRID3
* xyz 4 1
O -3.756 2.702 -2.752
C 1.353 -0.250 1.919
O -3.401 1.797 0.666
O 0.503 -0.051 0.979
N 2.247 0.718 2.165
O 1.780 -1.972 -1.913
H 0.508 -1.723 3.252
In -0.939 -1.737 0.519
H 2.082 1.648 1.771
C -2.739 2.924 -2.246
H 1.689 -2.378 2.076
C 1.013 -2.267 -1.124
C 1.439 -1.514 2.705
H 2.239 -1.422 3.450
C -2.432 2.235 0.205
Cl -0.741 0.299 -1.770
Cl 0.388 3.354 1.305
H 2.877 0.628 2.951
La -0.528 3.008 -1.057
*
```


# 6
Density functional theory data (ωB97M-V/def2-TZVPD) for a molecular structure, C24H31F5GaN4OS2Si2Te at a distorted geometry.

Computed properties:
Molecular weight ... 804.16 g mol⁻¹
HOMO energy ... -5.3 eV
Energy ... -144089.023 eV
Gap between HOMO and LUMO ... 6.859 eV

The geometry in ORCA input format:
```
! wB97M-V def2-TZVPD RIJCOSX def2/J DEFGRID3
* xyz -1 1
C 5.697 -0.734 2.659
H 5.538 -0.110 4.705
H 1.168 0.196 1.879
H -2.747 -2.600 1.716
C -0.502 -1.947 -3.873
Si 0.421 -1.759 0.509
H -0.988 1.055 1.953
C -2.094 -3.458 -2.973
H -0.636 -4.030 0.339
H -4.336 1.250 0.147
C 1.012 -0.865 2.061
H 2.086 -1.237 -1.283
C 1.986 2.150 0.753
N 2.267 1.527 -0.317
C 3.767 1.204 2.139
O -1.533 1.595 -2.479
H -1.384 -3.528 -5.013
S 1.799 1.246 -2.645
H -3.385 1.051 -1.342
C -0.789 4.536 1.720
C -0.120 -3.466 1.119
H 0.762 -4.041 1.415
C -3.801 0.530 -0.480
H 3.808 1.587 4.243
C 0.690 2.885 0.814
N -0.426 -1.295 -2.713
C 4.281 0.434 1.100
H 6.447 -1.488 2.854
C 0.433 3.879 1.748
F 1.328 0.806 -4.175
H 2.376 2.570 2.712
H -4.071 -1.486 2.055
C -1.159 -1.686 -1.661
N -0.207 2.544 -0.112
F -3.223 0.844 -5.934
F -3.280 -0.301 -3.480
H 2.778 -2.325 -0.071
C -3.413 -1.864 1.266
C 1.874 -2.093 -0.638
C -0.929 -0.843 -0.435
H -2.033 2.890 -0.960
H 1.172 4.187 2.472
H 1.960 -1.292 2.400
H -2.772 -4.295 -3.080
Te -2.085 1.086 -4.285
C 5.189 0.034 3.691
C 4.216 0.993 3.432
H -2.686 1.465 2.198
H -4.046 -2.373 0.537
C -1.707 4.189 0.752
N 2.791 2.186 1.883
C -1.990 0.638 2.037
Si -2.499 -0.380 0.510
F -1.514 2.850 -4.937
H 0.285 -0.962 2.869
S 3.699 0.690 -0.553
H -2.669 4.675 0.678
H 1.648 -2.943 -1.288
H 5.603 -1.142 0.546
F -3.607 2.144 -3.817
H -2.011 0.009 2.931
H 0.115 -1.560 -4.675
H -1.001 5.318 2.438
H -0.778 -3.403 1.987
C -1.371 3.190 -0.155
C -2.005 -2.793 -1.767
Ga -0.183 0.727 -1.632
C 5.227 -0.540 1.364
C -1.323 -3.040 -4.051
H -2.595 -3.103 -0.918
H -4.524 -0.178 -0.888
*
```


# 7
Density functional theory data (ωB97M-V/def2-TZVPD) for a molecular structure, C23H45Cl3N2O6PSiTm at a distorted geometry.

Computed properties:
Molecular weight ... 779.97 g mol⁻¹
HOMO energy (alpha / beta) ... -5.9 / -5.9 eV
⟨S²⟩ ... 2.002
Relative energy (zero: lowest compared OMol25 entry of this formula, charge and spin) ... 0.000 eV
Energy ... -124116.698 eV
Gap between HOMO and LUMO (alpha / beta) ... 6.103 / 6.104 eV

The geometry in ORCA input format:
```
! wB97M-V def2-TZVPD RIJCOSX def2/J DEFGRID3
* xyz 0 3
H 3.900 0.018 0.638
C 1.389 3.374 -2.774
H 4.153 -3.333 -1.216
N 3.335 -1.931 0.155
C -5.581 1.002 0.706
H 3.047 -4.000 -0.001
H 2.300 0.629 4.689
H -3.856 0.215 -4.252
H 4.698 -3.507 0.458
H -3.005 3.393 2.016
H 1.861 1.654 3.293
H -1.124 1.747 -6.277
H -4.742 3.450 2.406
C 3.054 -2.565 5.329
C 2.042 -1.684 0.361
H 1.119 0.803 -2.558
H -0.787 -0.274 6.542
H -1.020 4.026 -2.479
H -3.380 0.858 -2.658
H 2.443 3.411 -2.470
H 3.087 0.389 3.063
H -1.517 -1.822 6.001
C 1.097 2.420 -0.553
H 0.065 -3.338 -2.802
H -3.558 2.820 3.597
C 0.456 -1.218 -2.728
H 1.390 -2.561 0.435
P 0.925 -1.849 3.886
H 3.005 -1.722 6.031
O 1.113 -0.267 3.236
H 2.422 -3.898 -3.446
C -3.820 2.868 2.531
C -1.013 -0.817 -2.481
C -1.793 -0.163 -3.628
Tm -0.249 0.320 1.564
Cl -2.477 0.856 0.415
C -3.952 -0.141 3.186
H 4.078 -2.066 -3.828
C 0.820 -2.553 -2.916
O 1.576 -0.522 0.497
O 0.417 2.052 0.440
H -3.672 -0.880 -2.874
H -5.483 0.120 0.058
H 3.429 0.304 -3.360
H 4.098 -2.813 5.139
H 4.395 -0.521 -0.996
H -1.401 2.350 -1.960
H -5.623 1.888 0.049
H -0.104 0.082 -4.859
Si -4.109 1.147 1.839
Cl -1.045 1.775 3.496
H 2.530 -3.440 5.733
N 0.566 3.008 -1.621
C -3.261 0.016 -3.358
Cl -1.209 -2.033 1.449
O 0.435 -1.459 5.406
H 2.193 2.285 -0.586
O 2.504 -2.210 4.053
C 1.425 -0.218 -2.805
H -1.585 -1.710 -2.163
C -1.159 0.312 -4.714
C 2.135 -2.861 -3.283
H 1.071 4.351 -3.153
H -4.950 -0.537 3.399
H 5.242 -1.168 0.453
H -3.543 0.321 4.095
H -1.241 3.638 -0.737
C -0.885 -0.975 5.705
H -2.637 1.741 -5.366
O -1.225 0.235 -1.701
H -1.365 -0.439 4.868
H -3.297 -0.974 2.907
C 3.833 -3.264 -0.170
C 3.072 -1.842 -3.473
C 4.280 -0.822 0.056
H -6.523 0.938 1.259
C 2.172 0.651 3.602
C -1.841 1.101 -5.767
C -0.869 3.276 -1.700
C 2.722 -0.518 -3.220
H -2.281 0.431 -6.517
H 1.287 2.642 -3.589
*
```


# 8
Density functional theory data (ωB97M-V/def2-TZVPD) for 3 unconnected molecules or ions with the total composition C29H18ClO10P at a distorted geometry.

Computed properties:
Molecular weight ... 592.88 g mol⁻¹
Structure (SMILES) ... O=C1c2ccccc2C(=O)c2ccccc21.O=C1c2ccccc2C(=O)c2ccccc21.O=C(OCl)OP(=O)(O)O
HOMO energy ... -9.6 eV
Energy ... -72654.005 eV
Gap between HOMO and LUMO ... 8.692 eV

The geometry in ORCA input format:
```
! wB97M-V def2-TZVPD RIJCOSX def2/J DEFGRID3
* xyz 0 1
H -5.139 0.686 -0.782
H 1.534 -2.458 -3.860
C -2.314 0.317 -2.598
O -0.139 0.854 6.142
O -2.065 2.530 1.438
C 0.173 -0.848 3.944
C -2.024 -1.015 -2.291
C -1.646 3.041 3.698
C -1.248 3.419 6.045
O 3.197 -4.717 -0.736
C -3.995 -1.125 -0.925
C -0.446 0.391 3.853
C 0.665 1.173 -4.840
C -1.786 4.688 5.927
C 3.547 -3.426 -0.499
C -1.433 1.102 -3.511
H 6.112 -4.176 -1.551
H -2.655 6.137 4.602
C -3.436 0.924 -2.052
H -1.845 5.330 6.795
O 3.751 -3.082 0.625
O -1.714 2.240 -3.818
H -2.539 4.663 2.625
C 0.267 -1.657 2.825
C 0.115 -0.867 -3.680
H 2.513 1.160 -5.920
P 5.097 -2.383 -2.224
C -0.196 0.451 -4.024
C -4.271 0.207 -1.213
H 0.418 2.190 -5.109
O 3.618 -2.621 -1.588
O 5.817 -3.789 -2.381
C 1.838 0.593 -5.293
O -0.545 -2.829 -2.554
H 3.075 -1.164 -5.278
H -0.196 -1.872 0.737
C -0.878 0.001 1.513
C -2.180 4.318 3.584
Cl 2.731 -5.135 -2.312
C -0.964 0.822 2.629
C -0.264 -1.236 1.611
H -3.648 1.958 -2.281
C -1.166 2.594 4.931
O 5.881 -1.606 -1.085
C -2.244 5.141 4.695
H -4.653 -1.686 -0.274
C -0.798 -1.671 -2.824
C 1.291 -1.442 -4.138
H 0.582 -1.174 4.889
C -0.550 1.244 5.069
H 0.755 -2.620 2.897
C -2.875 -1.735 -1.462
C 2.153 -0.714 -4.937
C -1.600 2.162 2.495
H -2.659 -2.769 -1.232
H -1.286 0.329 0.566
O 5.031 -1.694 -3.482
H -0.885 3.065 7.000
H 6.120 -2.219 -0.381
*
```


# 9
Density functional theory data (ωB97M-V/def2-TZVPD) for a molecular structure, C23H45Cl2N5O4PTl at a distorted geometry.

Computed properties:
Molecular weight ... 761.91 g mol⁻¹
HOMO energy (alpha / beta) ... -7.9 / -6.8 eV
Relative energy (zero: lowest compared OMol25 entry of this formula, charge and spin) ... 2.464 eV
Energy ... -79248.820 eV
Gap between HOMO and LUMO (alpha / beta) ... 8.161 / 4.387 eV

The geometry in ORCA input format:
```
! wB97M-V def2-TZVPD RIJCOSX def2/J DEFGRID3
* xyz 0 1
H -4.243 1.253 -4.193
C -3.312 1.817 -4.058
Tl 1.389 1.979 -0.694
H -0.653 -1.975 1.835
H 3.260 2.042 2.659
C -3.286 2.116 2.943
H 0.724 -3.035 2.299
H 0.203 -1.893 5.247
H -4.681 -0.479 2.859
H -0.408 0.793 4.303
H 3.613 -2.212 1.362
H -2.776 -1.197 -1.426
H 1.872 -2.201 4.714
O -0.398 1.496 -2.409
H 4.949 -0.116 3.144
C 3.581 -1.133 1.128
H 0.909 -1.971 -1.586
H -0.668 -2.829 3.403
H -3.126 -1.226 3.307
C -0.028 -2.316 2.670
H 0.453 3.833 -3.082
C 0.138 -2.818 -1.195
H 2.669 -3.436 -1.523
H 4.006 -1.455 3.833
O 0.806 0.031 1.061
H 1.997 -4.781 -2.488
N 3.079 -0.361 2.262
C 0.213 1.660 4.051
H -4.121 -0.906 -2.568
C -0.062 2.332 -4.547
H -3.232 2.554 -4.865
H -3.421 0.451 -1.638
H -0.843 -4.753 0.193
H -3.855 0.042 4.350
H 2.487 4.125 -6.888
H 2.513 2.966 3.990
C 1.535 4.117 -4.942
H 1.213 2.136 -7.713
C -2.104 0.861 -4.094
C 2.054 -4.341 -1.479
N 0.729 -4.000 -0.976
H -0.381 0.972 -6.204
Cl -0.473 3.194 0.882
H 2.962 -0.977 0.234
N 1.485 1.231 3.471
P 1.436 -0.067 2.407
C -0.859 1.537 -3.578
C 1.761 3.632 -6.239
O -2.423 -0.734 0.946
C -3.172 -0.489 -2.171
C -0.129 -5.103 -0.560
H 0.430 2.229 4.967
C 0.634 3.474 -4.100
N -2.966 0.737 2.608
C -2.183 -0.296 -3.199
C -3.699 -0.293 3.320
H 2.067 5.000 -4.580
H 2.498 -5.075 -0.797
H -2.580 2.779 2.429
H 0.511 -5.885 -0.142
C 2.309 2.379 3.085
C 3.937 -0.429 3.438
C -2.396 0.401 1.417
H -1.934 0.511 -5.120
C 0.150 1.864 -5.861
N 0.603 -1.177 3.340
O -1.029 -2.558 -1.007
C 1.058 2.514 -6.699
C 1.052 -1.465 4.696
H 3.581 0.242 4.226
H -3.203 2.248 4.031
H 1.371 -0.550 5.207
H -4.316 2.373 2.645
H -1.875 1.253 0.934
H -3.349 2.348 -3.098
H -0.332 2.310 3.347
H -1.374 -1.021 -3.256
Cl 1.959 -0.977 -2.120
H -0.689 -5.516 -1.413
H 4.606 -0.801 0.905
H 1.778 3.019 2.361
*
```


# 10
Density functional theory data (ωB97M-V/def2-TZVPD) for C17H11FN2O3 in the gas phase at a distorted geometry.

Computed properties:
Molecular weight ... 310.28 g mol⁻¹
Structure (SMILES) ... Nc1cccc2c1C(=O)N(C(=O)/C=C/c1cccc(F)c1)C2=O
HOMO energy ... -8.8 eV
Relative energy (zero: lowest compared OMol25 entry of this formula, charge and spin) ... 1.091 eV
Energy ... -29646.249 eV
Gap between HOMO and LUMO ... 8.228 eV

The geometry in ORCA input format:
```
! wB97M-V def2-TZVPD RIJCOSX def2/J DEFGRID3
* xyz 0 1
C -4.771 -1.467 -0.216
C 4.643 0.044 -0.025
O 0.230 -2.994 0.929
C 4.423 1.889 2.094
H 4.755 -0.671 -0.912
H 2.769 0.779 2.641
F 4.327 2.731 3.165
C -3.383 -1.191 -0.323
C 3.526 0.852 1.941
H -5.169 -2.378 0.280
C 2.544 -1.122 0.643
H 6.144 2.887 1.272
C 5.546 1.092 0.114
O -0.509 0.330 -1.023
H -6.625 -0.500 -0.886
C 0.077 -1.878 0.640
H -3.806 2.392 -2.865
C -2.371 -2.047 0.248
C 5.490 1.986 1.209
C -4.917 0.623 -1.523
H 6.402 1.092 -0.625
H 0.879 0.056 1.351
C 3.578 -0.148 0.907
N -1.136 -1.465 0.058
H -5.543 1.357 -2.043
C -1.388 -0.355 -0.750
C -5.540 -0.537 -0.859
C 1.202 -0.909 0.945
H -2.155 2.071 -2.603
O -2.520 -3.027 0.969
C -2.789 -0.181 -1.019
H 2.750 -2.058 0.060
C -3.554 0.763 -1.548
N -3.109 1.986 -2.246
*
```